Formula: C24H37As3IrN2S
Source: the Open Molecules 2025 dataset
Level of theory: ωB97M-V/def2-TZVPD

The geometry in XYZ format:
```
68
C24H37As3IrN2S, DFT ωB97M-V/def2-TZVPD
Ir -0.873 0.938 0.515
C -4.059 -0.702 -0.733
As -2.181 -0.902 -0.324
C -2.204 -2.222 1.087
C -1.466 -1.730 -1.935
C 0.057 -1.927 -2.069
C 0.257 -2.753 -3.350
C 0.784 -0.588 -2.301
As 1.050 0.659 -0.828
C 1.594 2.279 -1.717
C 2.598 0.105 0.174
C 0.618 -2.681 -0.859
As 2.522 -3.253 -1.000
C 2.679 -3.764 0.883
C 2.260 -5.056 -1.705
H -4.486 -1.696 -0.865
H -4.220 -0.122 -1.639
H -4.552 -0.207 0.102
H -2.543 -3.186 0.710
H -2.899 -1.871 1.849
H -1.211 -2.316 1.515
H -1.835 -1.138 -2.776
H -1.970 -2.699 -2.003
H -0.213 -2.270 -4.209
H -0.178 -3.747 -3.237
H 1.319 -2.869 -3.575
H 0.288 -0.017 -3.091
H 1.804 -0.787 -2.643
H 2.486 2.097 -2.317
H 1.806 3.038 -0.966
H 0.788 2.626 -2.362
H 3.311 -0.377 -0.493
H 2.303 -0.585 0.962
H 3.046 0.992 0.619
H 0.015 -3.574 -0.667
H 0.556 -2.056 0.041
H 2.687 -2.882 1.523
H 3.620 -4.293 1.027
H 1.858 -4.419 1.178
H 2.135 -5.040 -2.785
H 1.399 -5.537 -1.240
H 3.153 -5.637 -1.476
S -2.680 3.253 -3.096
C -2.172 1.915 -2.187
N -1.702 2.157 -0.993
C -1.726 3.537 -0.727
C -1.313 4.171 0.447
C -1.421 5.541 0.522
C -1.937 6.292 -0.545
C -2.353 5.680 -1.706
C -2.241 4.292 -1.782
H -2.225 0.921 -2.603
H -0.926 3.603 1.285
H -1.110 6.050 1.424
H -2.012 7.366 -0.453
H -2.757 6.254 -2.529
N -0.128 0.757 2.138
C 0.532 0.749 3.288
C 1.532 1.731 3.548
C 2.206 1.722 4.742
C 1.904 0.760 5.712
C 0.915 -0.199 5.481
C 0.231 -0.214 4.291
H 1.732 2.476 2.788
H 2.969 2.463 4.939
H 2.436 0.765 6.654
H 0.687 -0.930 6.245
H -0.543 -0.944 4.095
```

- 2S+1: 2
- Expectation value of S²: 0.815
- ΔE to the lowest compared entry with this formula, charge and spin: 0.0 kcal/mol
- Total charge: +2


Formula: C24H37AsNO3PRhS4
Source: the Open Molecules 2025 dataset
Level of theory: ωB97M-V/def2-TZVPD

The geometry in XYZ format:
```
72
C24H37AsNO3PRhS4, DFT ωB97M-V/def2-TZVPD
Rh -0.436 0.847 -0.077
S -1.549 2.505 1.384
C -1.971 1.646 2.822
C -2.377 2.371 3.962
C -2.731 1.731 5.127
C -2.700 0.331 5.186
C -2.316 -0.399 4.084
C -1.939 0.231 2.879
S -1.490 -0.733 1.517
H -2.401 3.452 3.896
H -3.038 2.305 5.993
H -2.980 -0.179 6.101
H -2.297 -1.482 4.119
N 1.428 1.741 -3.974
C 1.233 1.890 -2.641
O 1.752 1.122 -1.836
C 0.302 2.989 -2.203
C -1.016 2.373 -1.738
H 1.722 0.813 -4.246
H 0.790 2.201 -4.599
H 0.150 3.687 -3.038
H 0.774 3.536 -1.384
H -1.510 1.839 -2.548
H -1.681 3.125 -1.318
C 2.922 -0.512 0.975
As 1.717 0.989 1.242
C 2.973 2.448 0.937
C 1.564 1.060 3.226
C 2.864 0.989 3.957
C 3.562 2.146 4.307
C 4.785 2.079 4.959
C 5.338 0.847 5.283
C 4.650 -0.314 4.953
C 3.429 -0.241 4.300
H 3.866 -0.348 1.491
H 3.089 -0.600 -0.098
H 2.456 -1.429 1.334
H 3.853 2.327 1.567
H 2.495 3.404 1.156
H 3.263 2.423 -0.110
H 0.904 0.235 3.493
H 1.035 1.991 3.430
H 3.132 3.112 4.066
H 5.309 2.992 5.216
H 6.291 0.792 5.794
H 5.067 -1.280 5.209
H 2.896 -1.152 4.047
C -2.880 -4.262 -1.825
C -1.568 -4.321 -2.596
C -0.367 -4.437 -1.667
O -1.489 -3.222 -3.533
P -0.763 -1.778 -3.359
S 1.148 -1.946 -3.758
S -1.520 -0.959 -1.675
O -1.439 -1.032 -4.621
C -2.865 -0.900 -4.720
C -3.176 0.565 -4.951
C -3.353 -1.791 -5.850
H -3.033 -5.197 -1.278
H -3.714 -4.114 -2.514
H -2.858 -3.434 -1.118
H -1.583 -5.195 -3.249
H -0.324 -3.578 -0.996
H 0.563 -4.488 -2.231
H -0.475 -5.344 -1.067
H -3.318 -1.216 -3.778
H -2.658 0.916 -5.848
H -2.847 1.158 -4.097
H -4.252 0.706 -5.083
H -2.892 -1.482 -6.792
H -4.440 -1.723 -5.945
H -3.074 -2.826 -5.649
```

- 2S+1: 5
- Expectation value of S²: 6.028
- ΔE to the lowest compared entry with this formula, charge and spin: 7.8 kcal/mol
- Total charge: -1


Formula: C24H37BaN4O3SeSi
Source: the Open Molecules 2025 dataset
Level of theory: ωB97M-V/def2-TZVPD

The geometry in XYZ format:
```
71
C24H37BaN4O3SeSi, DFT ωB97M-V/def2-TZVPD
Ba 0.108 -0.172 0.263
O -0.301 -1.813 2.185
C -0.341 -3.075 1.952
C 0.564 -3.959 2.608
C 0.544 -5.317 2.399
C -0.392 -5.904 1.541
C -1.292 -5.081 0.901
C -1.275 -3.688 1.054
C -2.278 -2.930 0.317
N -2.178 -1.716 -0.055
C -3.318 -1.095 -0.707
C -3.579 0.265 -0.065
N -2.419 1.134 -0.225
C -2.636 2.279 -0.748
C -1.704 3.349 -1.058
C -2.269 4.474 -1.684
C -1.521 5.562 -2.070
C -0.141 5.531 -1.831
C 0.451 4.455 -1.220
C -0.297 3.317 -0.795
O 0.290 2.346 -0.205
H 1.277 -3.508 3.289
H 1.263 -5.944 2.916
H -0.409 -6.974 1.387
H -2.035 -5.511 0.236
H -3.196 -3.484 0.071
H -4.210 -1.731 -0.629
H -3.094 -0.944 -1.767
H -3.760 0.110 1.003
H -4.477 0.721 -0.504
H -3.671 2.531 -1.030
H -3.339 4.467 -1.870
H -1.984 6.410 -2.555
H 0.473 6.370 -2.142
H 1.521 4.423 -1.052
N 2.966 -0.150 0.970
C 3.571 -1.459 0.711
C 3.344 -1.865 -0.737
N 1.923 -2.036 -1.040
H 3.409 0.568 0.407
H 3.052 0.144 1.937
H 3.089 -2.190 1.366
H 4.646 -1.477 0.930
H 3.925 -2.769 -0.955
H 3.733 -1.083 -1.396
H 1.619 -2.963 -0.755
H 1.793 -1.996 -2.064
C -0.186 2.014 3.000
C 1.166 2.657 2.822
C 1.177 4.122 2.483
O 2.192 2.023 2.945
H -0.713 2.490 3.830
H -0.083 0.949 3.210
H -0.789 2.184 2.103
H 0.513 4.680 3.146
H 0.798 4.239 1.465
H 2.191 4.510 2.543
C 1.589 1.101 -6.000
Si 2.291 0.184 -4.504
C 1.725 1.198 -3.008
C 4.168 0.422 -4.587
Se 1.679 -1.934 -4.446
H 1.938 2.138 -6.038
H 0.497 1.106 -5.957
H 1.882 0.600 -6.924
H 1.954 2.260 -3.147
H 2.195 0.893 -2.069
H 0.641 1.120 -2.885
H 4.435 1.481 -4.665
H 4.578 -0.105 -5.451
H 4.648 0.011 -3.695
```

- ΔE to the lowest compared entry with this formula, charge and spin: 13.4 kcal/mol
- Total charge: -1